The following is a quantum chemistry calculation of C25H28AuF5O2S as an isolated structure at a distorted geometry, from OMol25.

## Properties
expectation value of S²: 2.05
ΔE to the lowest compared entry with this formula, charge and spin: 174.47 kJ/mol
gap between HOMO and LUMO (spin up / spin down): 6.88 / 3.98 eV
multiplicity: 3
largest force on an atom: 2.9 eV/A
HOMO energy (spin up / spin down): -6.8 / -6.8 eV

The geometry in XYZ format:
```
62
Properties=species:S:1:pos:R:3:forces:R:3
O -0.58790 0.13504 -4.92406 0.1 1.4 -1.2
C -0.78855 1.62011 -5.14991 0.3 -0.4 0.8
C -1.70165 1.38372 -6.32011 -0.3 -0.5 0.0
H 0.17899 2.07985 -5.37417 -0.1 -0.1 -0.1
H -1.24058 2.08023 -4.27195 0.3 0.0 -0.2
C -1.17720 -0.06994 -6.27001 -0.4 0.4 -1.0
H -1.45759 1.96283 -7.20913 -0.2 -0.2 -0.1
H -2.77804 1.38714 -6.12280 0.2 0.4 0.3
C -0.14019 -0.18094 -7.36594 0.6 -0.3 -0.5
H 0.29834 0.79856 -7.56713 0.3 -0.2 0.2
H -0.64221 -0.46434 -8.30396 0.1 0.0 0.3
H 0.66972 -0.89919 -7.19153 -0.3 0.1 0.2
C -2.23594 -1.13673 -6.40577 -0.1 -0.5 0.1
H -2.87566 -1.22262 -5.52086 0.2 0.1 -0.3
H -1.78778 -2.11664 -6.62236 -0.1 0.2 0.2
H -2.86124 -0.86952 -7.27585 0.2 -0.1 0.3
Au -1.19073 0.05497 -2.68054 1.1 -0.5 0.7
C -3.00540 0.22135 -0.95524 -0.6 0.1 0.1
C -2.74157 1.47380 -1.61356 0.2 0.0 -0.2
C -3.10930 1.33879 -2.99877 -1.0 -0.8 0.3
H -2.43414 2.39916 -1.13215 0.0 -0.3 -0.1
C -3.55444 -0.02699 -3.18779 -1.3 1.2 0.6
C -3.58736 -0.65578 -1.90646 0.0 0.2 -0.4
H -4.13256 -1.56851 -1.69571 0.5 -0.1 0.0
H -2.95547 0.05797 0.12137 0.1 0.0 -0.4
H -3.19824 2.15189 -3.71536 0.2 -0.3 0.2
H -3.96355 -0.42887 -4.10788 0.0 0.1 0.3
C 0.15240 -1.77099 0.52207 0.2 1.7 -0.2
C 1.02401 -2.89037 0.69639 0.2 0.4 -0.5
C 2.35107 -2.47285 0.36618 0.7 1.6 -0.2
H 0.73812 -3.89570 0.99331 0.0 0.3 0.0
C 2.30667 -1.08792 0.05573 1.3 -2.6 0.7
C 0.94613 -0.66406 0.13667 -2.6 -1.1 0.7
H 0.58020 0.34643 -0.04054 0.0 -0.3 0.0
H -0.92827 -1.73492 0.69704 0.6 -0.1 -0.2
H 3.24893 -3.09052 0.41788 -0.4 0.3 0.0
H 3.15450 -0.42906 -0.09442 -0.1 -0.2 -0.2
O 3.61876 0.17288 -5.66608 -0.6 0.3 1.9
C 2.99608 -0.72934 -4.69834 0.5 -0.7 0.0
C 2.47483 0.07373 -3.49705 -0.1 0.6 -0.7
H 3.76397 -1.44432 -4.31939 -0.3 0.3 -0.4
H 2.19610 -1.32650 -5.18564 0.5 0.5 0.1
C 3.42666 1.28483 -3.49106 0.5 -0.4 -0.2
H 2.53768 -0.49572 -2.56054 -0.2 0.1 -0.3
H 1.43501 0.37706 -3.68949 0.2 -0.1 0.2
C 3.90907 1.42383 -4.94960 -0.1 -0.2 -0.8
H 4.29933 1.00903 -2.87577 -0.3 0.3 -0.1
H 3.01710 2.23230 -3.12818 -0.1 -0.3 0.1
H 4.99394 1.62719 -4.96162 -0.4 -0.2 -0.2
H 3.41325 2.23412 -5.53024 0.2 -0.4 0.5
F 1.64355 1.26275 6.01984 -0.1 0.3 -1.2
C 1.43221 1.67242 4.75356 -0.1 -0.2 0.4
C 2.39022 2.43370 4.07961 0.7 0.3 0.1
F 3.57042 2.69766 4.67484 -0.7 -0.1 -0.2
C 2.14907 2.90628 2.79934 0.2 0.1 -0.2
F 3.09458 3.62538 2.16431 -0.7 -0.6 0.7
C 0.93380 2.62155 2.11811 0.1 -0.5 1.0
S 0.64328 3.16514 0.57083 -0.2 0.3 -0.8
C 0.00397 1.79078 2.81277 -0.4 -0.4 -0.5
F -1.11550 1.38595 2.15839 1.2 0.5 1.0
C 0.24773 1.32563 4.09908 -0.7 -0.4 -0.2
F -0.64316 0.50243 4.69493 0.7 0.7 -0.3
```
Positions in Å, forces in eV/Å.

The computed Mulliken charges, all in e, follow: -0.51, -0.44, -0.79, 0.19, 0.39, 1.35, 0.37, 0.29, -1.65, 0.38, 0.42, 0.24, -1.58, 0.17, 0.41, 0.39, 0.82, -0.53, -0.66, -0.80, 0.44, -0.70, -0.72, 0.43, 0.51, 0.69, 0.77, -0.55, -0.65, -0.43, 0.45, -1.21, 0.61, 0.47, 0.39, 0.43, 0.53, -0.42, -0.51, 1.18, 0.36, 0.17, -0.70, -0.03, -0.74, -0.45, 0.33, 0.34, 0.29, 0.25, -0.27, 0.56, 0.25, -0.28, 0.32, -0.30, 0.09, -0.10, 0.28, -0.26, 0.00, -0.29